Record 1
{
  "formula": "C76H72BNO11",
  "method": "ωB97M-V/def2-TZVPD",
  "elements": ["C", "C", "C", "C", "C", "C", "C", "C", "C", "C", "C", "C", "C", "C", "C", "C", "C", "C", "C", "C", "O", "N", "C", "C", "C", "C", "C", "C", "O", "C", "C", "C", "C", "C", "B", "O", "O", "C", "C", "C", "O", "H", "H", "H", "H", "H", "H", "H", "H", "H", "H", "H", "H", "H", "H", "H", "H", "H", "H", "H", "H", "H", "H", "H", "H", "H", "H", "H", "H", "H", "H", "H", "H", "H", "H", "H", "H", "H", "H", "H", "H", "H", "H", "H", "H", "H", "H", "H", "H", "O", "C", "C", "C", "C", "C", "C", "C", "C", "O", "C", "C", "C", "C", "C", "C", "H", "H", "H", "H", "H", "H", "H", "H", "O", "C", "C", "C", "C", "C", "C", "C", "C", "O", "C", "C", "C", "C", "C", "C", "H", "H", "H", "H", "H", "H", "H", "H", "O", "C", "C", "C", "C", "C", "C", "C", "C", "O", "C", "C", "C", "C", "C", "C", "H", "H", "H", "H", "H", "H", "H", "H"],
  "coordinates": [[7.817, -3.257, 2.143], [9.171, -4.127, 1.836], [9.472, -4.402, 0.242], [10.787, -3.523, -0.162], [10.534, -2.224, -1.110], [9.011, -1.636, -1.154], [8.389, -2.013, -2.627], [6.971, -1.281, -2.993], [6.900, 0.321, -2.651], [5.556, 1.085, -3.217], [4.622, 1.719, -1.985], [3.135, 1.009, -2.111], [2.233, 1.198, -0.745], [0.986, 2.210, -1.089], [-0.114, 1.580, -2.129], [-1.353, 0.773, -1.394], [-2.134, 1.257, -0.035], [-3.331, 0.321, 0.581], [-4.088, 0.901, 1.953], [-5.327, 1.862, 1.375], [-5.007, 3.179, 1.256], [-6.677, 1.308, 0.974], [-7.422, 0.687, 2.139], [-7.519, 2.305, 0.209], [-3.807, -1.108, -0.068], [-3.036, -1.596, -1.468], [-1.839, -0.645, -2.103], [-3.530, -3.029, -2.176], [-2.728, -3.825, -2.893], [-5.147, -3.384, -1.962], [-6.035, -4.171, -3.095], [-7.622, -4.494, -2.832], [-8.348, -4.010, -1.409], [-9.957, -4.425, -1.227], [-9.978, -6.094, -1.384], [-9.001, -6.927, -0.606], [-10.908, -6.776, -2.309], [-7.505, -3.195, -0.233], [-5.912, -2.903, -0.556], [-4.979, -2.103, 0.534], [-5.207, -2.347, 1.830], [8.115, -2.112, 2.091], [7.063, -3.463, 1.273], [7.401, -3.505, 3.218], [9.064, -5.163, 2.420], [10.061, -3.564, 2.398], [8.546, -4.292, -0.462], [9.798, -5.548, 0.169], [11.508, -4.256, -0.771], [11.446, -3.165, 0.764], [11.223, -1.348, -0.685], [10.881, -2.419, -2.210], [9.111, -0.446, -1.136], [8.331, -1.909, -0.243], [9.209, -1.762, -3.457], [8.250, -3.183, -2.674], [6.848, -1.371, -4.177], [6.047, -1.892, -2.553], [6.890, 0.410, -1.467], [7.832, 0.943, -3.013], [5.902, 1.979, -3.914], [4.858, 0.369, -3.868], [4.549, 2.896, -2.071], [5.048, 1.456, -0.925], [3.335, -0.154, -2.247], [2.592, 1.416, -3.077], [2.928, 1.672, 0.073], [1.834, 0.130, -0.415], [1.455, 3.183, -1.581], [0.416, 2.532, -0.105], [0.437, 0.791, -2.810], [-0.506, 2.440, -2.834], [-1.801, 2.256, 0.475], [-4.537, 0.049, 2.618], [-3.393, 1.597, 2.589], [-6.658, 0.560, 3.030], [-8.309, 1.396, 2.431], [-7.848, -0.357, 1.748], [-8.628, 1.883, 0.196], [-7.150, 2.453, -0.913], [-7.566, 3.355, 0.764], [-1.341, -1.023, -3.096], [-5.512, -4.486, -4.094], [-8.261, -5.066, -3.652], [-10.637, -3.885, -2.023], [-10.306, -4.185, -0.127], [-9.187, -6.867, 0.376], [-11.671, -6.114, -2.439], [-8.013, -2.870, 0.785], [-3.318, 6.130, 5.374], [-4.347, 6.794, 5.365], [-5.277, 6.717, 4.220], [-4.988, 5.862, 3.148], [-5.881, 5.753, 2.081], [-7.063, 6.494, 2.081], [-7.344, 7.360, 3.139], [-6.446, 7.476, 4.208], [-6.744, 8.408, 5.314], [-7.744, 9.115, 5.277], [-5.825, 8.471, 6.467], [-6.116, 9.325, 7.539], [-5.271, 9.366, 8.649], [-4.136, 8.556, 8.693], [-3.836, 7.715, 7.619], [-4.680, 7.676, 6.501], [-4.071, 5.276, 3.144], [-5.658, 5.085, 1.252], [-7.765, 6.400, 1.256], [-8.266, 7.939, 3.130], [-7.003, 9.956, 7.514], [-5.501, 10.027, 9.482], [-3.482, 8.581, 9.562], [-2.946, 7.089, 7.660], [4.441, -1.627, 3.762], [3.704, -1.888, 4.704], [2.279, -1.500, 4.670], [1.765, -0.847, 3.541], [0.411, -0.513, 3.484], [-0.432, -0.830, 4.549], [0.082, -1.464, 5.682], [1.441, -1.795, 5.745], [1.979, -2.449, 6.954], [1.254, -2.659, 7.920], [3.398, -2.855, 6.981], [3.909, -3.510, 8.109], [5.241, -3.927, 8.130], [6.063, -3.693, 7.028], [5.559, -3.028, 5.908], [4.224, -2.603, 5.887], [2.416, -0.602, 2.704], [0.013, -0.010, 2.606], [-1.489, -0.581, 4.500], [-0.581, -1.704, 6.511], [3.272, -3.700, 8.971], [5.636, -4.439, 9.005], [7.099, -4.027, 7.041], [6.209, -2.847, 5.053], [3.199, -0.794, -6.170], [2.476, -0.730, -7.156], [2.889, 0.055, -8.337], [4.126, 0.712, -8.335], [4.540, 1.423, -9.463], [3.725, 1.478, -10.593], [2.484, 0.838, -10.590], [2.063, 0.131, -9.458], [0.741, -0.528, -9.458], [-0.008, -0.415, -10.422], [0.337, -1.328, -8.285], [-0.900, -1.987, -8.289], [-1.276, -2.774, -7.200], [-0.421, -2.905, -6.106], [0.806, -2.238, -6.093], [1.183, -1.443, -7.184], [4.770, 0.669, -7.459], [5.503, 1.929, -9.461], [4.054, 2.021, -11.476], [1.851, 0.890, -11.474], [-1.570, -1.893, -9.142], [-2.235, -3.288, -7.207], [-0.710, -3.526, -5.260], [1.466, -2.343, -5.234]],
  "forces_ev_per_a": [[0.9, 0.3, -0.5], [-0.6, -0.4, 1.3], [1.4, -0.8, 1.3], [1.1, -0.5, -1.2], [0.3, 0.9, 0.6], [0.5, 1.3, -1.1], [-0.1, -0.2, 0.3], [0.0, -0.1, -1.5], [-0.3, 0.0, 1.0], [-0.1, 0.5, 0.1], [-0.6, -0.6, -0.6], [0.6, -0.4, 0.5], [-0.3, 0.1, -1.0], [0.0, 0.3, 0.4], [0.0, -0.5, 0.1], [-2.8, -2.3, 1.1], [-0.7, -3.8, -2.4], [1.2, -0.9, -1.4], [-1.1, 0.0, -1.2], [1.0, 5.1, -0.2], [-2.0, -8.0, 0.1], [2.3, 2.1, 1.1], [0.0, -0.7, -0.1], [-1.0, 0.7, -0.2], [2.5, 1.7, -1.9], [0.7, 2.7, 1.4], [-2.0, 0.4, 3.1], [2.1, -2.3, -2.3], [-4.9, 5.1, 4.2], [-3.4, -0.4, 0.6], [-1.6, 1.0, 3.4], [2.4, 2.2, 2.9], [2.8, 0.7, -0.7], [1.2, -0.1, 0.2], [0.1, -1.7, 0.1], [-3.0, 1.8, -0.4], [0.6, 3.1, 2.3], [2.1, -1.6, -4.1], [-0.9, -1.0, -2.0], [-1.1, -1.2, 3.9], [1.5, 2.0, -7.4], [-0.8, -2.3, 0.2], [1.1, 0.4, 2.0], [0.7, 0.5, -2.4], [0.2, 2.1, -1.4], [-1.7, -1.3, -1.6], [1.8, 0.2, 1.4], [-0.8, 2.5, 0.1], [-1.5, 1.6, 1.3], [-1.8, -1.0, -1.8], [-1.4, -1.9, -1.0], [-0.7, 0.3, 2.1], [-0.3, -2.5, 0.0], [1.3, 0.2, -1.8], [-1.8, -0.3, 1.9], [0.2, 2.2, 0.0], [0.2, 0.1, 2.5], [2.0, 1.6, -0.6], [0.1, -0.1, -2.4], [-1.6, -1.6, 0.6], [-0.8, -1.9, 1.4], [1.7, 1.5, 1.4], [0.1, -2.4, 0.2], [-0.6, 0.5, -2.1], [-0.4, 2.5, 0.1], [1.0, -0.9, 2.0], [-1.5, -1.0, -1.4], [0.8, 2.4, -0.5], [-1.1, -2.0, 1.1], [1.3, -0.6, -2.0], [-1.2, 1.6, 1.3], [0.5, -1.8, 1.5], [-1.0, -2.2, -1.0], [1.1, 1.4, -1.5], [-1.4, -1.3, -1.5], [-1.9, 0.0, -1.8], [1.8, -1.4, -0.3], [0.9, 2.2, 1.2], [2.4, 0.8, -0.1], [-0.7, -0.4, 2.6], [0.2, -2.1, -1.2], [-1.0, 0.9, 2.2], [-1.2, 0.6, 2.2], [1.5, 1.4, 2.0], [1.5, -0.9, 1.7], [0.7, -0.2, -2.2], [0.5, 0.1, -1.8], [1.8, -1.5, -0.1], [1.3, -0.8, -2.5], [-0.6, 0.4, 0.0], [1.2, -0.8, -0.1], [-0.1, -0.3, -0.6], [-0.2, 0.0, -0.2], [0.1, 0.2, 0.0], [0.1, 0.3, 0.5], [0.0, -0.2, -0.2], [-0.2, -0.2, -0.5], [-1.2, 0.8, -0.2], [0.6, -0.4, 0.1], [0.2, 0.3, 0.6], [0.2, 0.0, 0.3], [-0.2, -0.1, -0.3], [0.0, -0.2, -0.4], [-0.1, 0.2, 0.3], [0.1, 0.2, 0.6], [-0.2, 0.2, 0.1], [-0.1, 0.3, 0.3], [0.1, 0.0, 0.1], [0.3, 0.0, 0.2], [0.2, -0.2, -0.2], [0.0, -0.1, -0.2], [-0.1, 0.0, -0.2], [-0.3, 0.1, -0.2], [-0.4, -0.2, 0.6], [0.8, 0.3, -1.1], [-0.5, 0.3, -0.3], [-0.3, 0.1, 0.0], [0.3, -0.1, 0.1], [0.3, -0.2, 0.3], [-0.2, 0.2, -0.3], [-0.5, 0.2, -0.3], [-0.9, -0.3, 1.2], [0.5, 0.1, -0.6], [0.5, -0.3, 0.3], [0.3, -0.1, 0.0], [-0.3, 0.1, -0.1], [-0.2, 0.2, -0.3], [0.1, -0.2, 0.3], [0.5, -0.3, 0.3], [0.0, -0.1, 0.3], [0.1, -0.1, 0.1], [0.2, -0.1, 0.0], [0.3, 0.0, -0.1], [0.0, 0.1, -0.3], [-0.1, 0.1, -0.2], [-0.2, 0.1, 0.0], [-0.3, 0.1, 0.1], [-0.4, 0.1, -0.5], [0.8, -0.1, 1.1], [0.4, 0.4, -0.3], [0.1, 0.2, -0.3], [-0.2, -0.2, 0.2], [-0.3, -0.2, 0.1], [0.3, 0.2, 0.0], [0.5, 0.3, -0.3], [-0.9, 0.1, -1.2], [0.5, -0.1, 0.6], [-0.4, -0.4, 0.3], [-0.1, -0.2, 0.2], [0.2, 0.2, -0.2], [0.3, 0.2, 0.0], [-0.3, -0.1, 0.0], [-0.4, -0.4, 0.3], [-0.3, -0.1, -0.1], [-0.2, -0.1, 0.0], [-0.1, -0.1, 0.2], [0.0, -0.1, 0.3], [0.3, 0.1, 0.1], [0.2, 0.1, 0.0], [0.0, 0.1, -0.1], [0.0, 0.1, -0.3]],
  "mulliken_charge": [-0.5394, -0.5309, -0.3474, -0.6109, -0.6101, -0.0470, -0.7004, -0.3545, -0.5443, -0.1651, -0.7107, -0.4248, -0.4141, -0.5473, -0.3452, 0.6713, -0.6097, 0.0710, -0.5811, -0.1113, -0.5695, 0.3316, -0.6969, -0.8422, 0.2360, 0.1983, -0.9667, 0.2718, -0.5265, 0.2510, -0.6564, -0.4080, 0.5758, -0.7422, 0.6226, -0.5638, -0.5274, -0.6345, 0.3540, 0.4198, -0.5556, 0.2131, 0.2380, -0.0041, 0.3172, 0.2234, 0.2114, 0.3598, 0.2915, 0.2508, 0.2384, 0.2612, 0.3044, -0.0265, 0.2981, 0.1806, 0.1953, 0.2337, 0.1682, 0.2243, 0.3883, 0.0223, 0.1720, 0.3691, 0.2005, 0.2074, 0.3263, 0.2168, 0.2887, 0.2571, 0.0847, 0.3529, 0.2445, 0.4547, 0.3403, 0.3340, 0.3875, 0.0191, 0.3801, 0.2550, 0.2215, 0.2515, 0.3032, 0.2476, 0.2735, 0.2409, 0.3005, 0.3267, 0.2225, -0.6880, 0.5164, 0.3977, -0.8062, -0.4376, -0.7546, -0.5678, 0.2056, 0.6742, -0.6853, 0.1655, -0.5480, -0.4479, -0.4621, -0.5414, 0.2195, 0.5220, 0.7366, 0.4040, 0.4512, 0.4502, 0.3903, 0.3902, 0.4474, -0.6909, 0.4913, 0.0961, -0.7972, -0.3072, -0.4699, -0.7586, 0.2549, 0.6602, -0.6843, 0.3892, -0.6559, -0.4107, -0.4927, -0.3680, 0.0802, 0.6164, 0.5497, 0.4501, 0.4347, 0.4495, 0.3881, 0.4167, 0.3697, -0.7111, 0.5640, 0.1929, -0.5228, -0.5560, -0.4309, -0.6231, 0.3462, 0.5552, -0.6900, 0.2807, -0.5983, -0.5501, -0.5134, -0.6693, 0.2322, 0.5418, 0.3967, 0.3852, 0.4532, 0.4493, 0.4261, 0.5150, 0.4956],
  "homo_ev": -8.88,
  "lumo_energy_ev": -1.82,
  "gap_ev": 7.051
}


Record 2
{
  "formula": "CF3MnOS",
  "method": "ωB97M-V/def2-TZVPD",
  "elements": ["Mn", "S", "O", "C", "F", "F", "F"],
  "coordinates": [[0.701, 2.275, 1.957], [-0.577, 0.947, -0.643], [0.522, 1.652, 0.179], [0.001, -0.576, -0.911], [1.153, -0.979, -0.544], [-0.660, -1.416, -1.613], [-1.140, -1.902, 1.574]],
  "forces_ev_per_a": [[0.2, 0.2, 1.4], [-0.4, -0.3, -0.4], [0.0, -0.3, -0.9], [-0.2, -0.9, 0.7], [-0.1, 0.1, 0.0], [0.1, 0.3, 0.1], [0.5, 0.8, -0.8]],
  "mulliken_charge": [0.7215, 0.2453, -0.5606, 0.6648, -0.0961, -0.0852, -0.8898],
  "homo_ev": [-7.53, -7.52],
  "lumo_energy_ev": [-1.20, -1.55],
  "multiplicity": 7,
  "gap_ev": [6.326, 5.971]
}


Record 3
{
  "formula": "C20H21AsBCuF4NO6P2",
  "method": "ωB97M-V/def2-TZVPD",
  "elements": ["Cu", "N", "C", "C", "P", "O", "O", "O", "P", "O", "O", "O", "H", "H", "H", "H", "H", "H", "H", "H", "C", "C", "C", "C", "C", "C", "As", "C", "C", "C", "C", "C", "C", "C", "C", "C", "C", "C", "C", "H", "H", "H", "H", "H", "H", "H", "H", "H", "H", "H", "H", "H", "F", "B", "F", "F", "F"],
  "coordinates": [[-1.511, -0.210, 1.661], [0.253, -1.204, 4.819], [0.999, -1.037, 3.546], [2.462, -1.375, 3.606], [0.029, -2.061, 2.358], [0.362, -3.473, 3.115], [0.531, -2.084, 0.975], [-1.418, -1.793, 2.608], [0.572, 0.678, 3.050], [1.500, 1.447, 4.140], [0.953, 1.039, 1.667], [-0.860, 0.790, 3.508], [-0.041, -2.180, 4.941], [-0.584, -0.573, 4.619], [0.769, -0.853, 5.630], [2.618, -2.413, 3.893], [2.989, -0.712, 4.291], [2.866, -1.231, 2.606], [0.248, -4.181, 2.483], [1.375, 2.392, 4.050], [3.585, -1.790, -2.106], [3.637, -0.645, -1.326], [2.468, -0.072, -0.856], [1.243, -0.646, -1.162], [1.194, -1.804, -1.929], [2.362, -2.367, -2.407], [-0.412, 0.113, -0.480], [-1.574, -0.285, -1.979], [-2.331, -1.426, -2.172], [-3.150, -1.524, -3.287], [-3.205, -0.478, -4.197], [-2.454, 0.669, -4.003], [-1.641, 0.786, -2.881], [-0.847, 1.959, -2.511], [-0.698, 3.115, -3.270], [0.080, 4.159, -2.798], [0.700, 4.073, -1.562], [0.559, 2.926, -0.794], [-0.199, 1.871, -1.267], [4.497, -2.236, -2.477], [4.594, -0.206, -1.076], [2.492, 0.811, -0.232], [0.235, -2.262, -2.137], [2.313, -3.269, -3.003], [-2.305, -2.211, -1.422], [-3.762, -2.402, -3.433], [-3.861, -0.548, -5.053], [-2.521, 1.482, -4.711], [-1.182, 3.200, -4.231], [0.201, 5.046, -3.401], [1.290, 4.902, -1.196], [1.016, 2.846, 0.183], [-3.252, 0.004, 0.220], [-3.318, 1.077, 1.128], [-2.104, 1.771, 1.019], [-3.399, 0.515, 2.402], [-4.361, 1.878, 0.839]],
  "forces_ev_per_a": [[-0.5, 1.9, -0.8], [-0.7, 0.1, 0.4], [-0.3, 0.4, -1.1], [0.1, -0.1, 0.0], [2.4, -2.8, 0.1], [-0.2, 0.5, 0.1], [0.2, -0.2, 0.4], [-1.0, -0.5, 0.4], [1.2, 1.3, 1.0], [-0.1, -0.5, -0.1], [0.1, -0.2, 0.0], [-0.1, -0.1, -0.1], [0.1, 0.2, 0.2], [0.1, -0.3, 0.5], [-0.1, -0.1, -0.2], [0.0, 0.0, 0.0], [0.0, 0.0, 0.0], [0.1, 0.0, 0.0], [0.0, -0.5, -0.2], [0.1, 0.5, 0.1], [0.1, 0.0, 0.0], [0.1, -0.1, 0.0], [-0.2, 0.2, 0.1], [0.1, -0.2, 0.1], [-0.2, 0.2, 0.1], [0.0, -0.1, 0.0], [0.3, -0.1, -1.2], [-0.1, 0.1, -0.2], [0.1, 0.0, 0.1], [0.0, 0.0, 0.1], [0.0, 0.0, 0.0], [0.0, 0.0, 0.1], [-0.1, -0.6, 0.1], [0.3, 0.2, 0.4], [0.0, -0.1, 0.1], [0.0, 0.0, 0.0], [0.0, 0.0, 0.0], [0.0, -0.1, 0.2], [-0.1, 0.3, -0.1], [0.1, 0.0, 0.0], [0.0, 0.1, 0.0], [0.1, 0.0, 0.0], [0.1, 0.0, -0.1], [0.0, 0.0, 0.0], [-0.1, -0.1, -0.1], [0.0, -0.1, 0.0], [0.0, 0.0, -0.1], [0.0, 0.1, -0.1], [0.0, 0.0, -0.1], [0.0, 0.1, 0.0], [0.0, 0.0, 0.0], [0.1, 0.1, 0.0], [-0.1, -0.5, -0.2], [-2.2, 0.7, -0.8], [0.9, 0.1, 0.3], [0.0, -0.2, 0.7], [-0.6, 0.6, 0.0]],
  "mulliken_charge": [-0.1838, -0.1461, 0.5554, -1.6218, 1.0540, -0.6392, -0.4481, -0.7321, 0.7466, -0.6038, -0.3288, -0.8419, 0.3723, 0.4114, 0.3414, 0.4149, 0.4324, 0.3623, 0.3910, 0.3735, -0.4739, -0.8632, -0.3911, 0.9505, 0.0700, -0.8402, 1.8995, -0.4488, -0.0569, -0.8722, -0.7434, -0.6133, 0.2147, 0.5335, -0.8063, -0.7595, -0.7929, -0.4450, 0.1879, 0.3819, 0.4106, 0.3199, 0.3482, 0.4201, 0.4873, 0.4228, 0.4017, 0.3846, 0.3958, 0.3915, 0.4348, 0.4306, -0.2339, 0.3034, -0.2989, -0.3203, -0.3388],
  "homo_ev": [-8.24, -8.24],
  "lumo_energy_ev": [-0.07, -2.16],
  "multiplicity": 2,
  "gap_ev": [8.174, 6.082],
  "e_above_lowest_kcal_mol": 31.6
}